(1)
Density functional theory data (ωB97M-V/def2-TZVPD) for a cluster of 3 separate species, C4H16N2O2 in total in a non-equilibrium geometry.

```
24
Properties=species:S:1:pos:R:3:lowdin_charge:R:1
C -0.60 0.63 1.08 -0.1235
C 0.02 1.01 -0.31 -0.1859
C 0.84 2.18 -0.51 -0.3332
C 1.00 3.20 0.37 0.1446
N 1.39 2.29 -1.93 0.1876
N -1.70 -0.42 1.12 0.1660
H 0.36 0.26 1.63 0.1803
H -1.02 1.60 1.57 0.1615
H 0.70 0.15 -0.49 0.1321
H -0.72 1.01 -1.23 0.1684
H 1.65 4.10 0.34 0.1090
H 0.68 3.15 1.43 0.0972
H 0.56 2.48 -2.69 0.2544
H 1.86 1.45 -2.31 0.1740
H 2.14 3.11 -1.95 0.2310
H -1.52 -1.35 0.66 0.1391
H -1.68 -0.86 2.10 0.2035
H -2.66 -0.14 0.92 0.1722
H -1.19 -3.98 1.68 0.0720
H -0.56 -3.52 0.30 0.0014
O -0.91 -3.18 1.20 -0.1175
H 1.18 -4.36 -0.65 0.0813
H -0.07 -4.57 -1.55 0.0390
O 0.25 -4.26 -0.77 0.0455
```

Output
**Gap between HOMO and LUMO**: 10.56 eV
**Net charge**: +2



(2)
Density functional theory data (ωB97M-V/def2-TZVPD) for a cluster of 2 separate species, CH3IO2 in total in a non-equilibrium geometry.

```
7
Properties=species:S:1:pos:R:3:lowdin_charge:R:1
C 0.79 -0.25 0.32 -0.1165
O -0.32 -0.15 -0.06 -0.0970
O -2.66 1.40 -0.24 -1.0271
I -3.38 -0.23 -0.08 1.2061
H 1.63 0.20 -0.17 0.0763
H 1.03 -1.00 1.05 0.0732
H -2.04 -1.20 -0.61 -0.1150
```

Output
**Gap between HOMO and LUMO**: 8.76 eV
**Net charge**: 0



(3)
Density functional theory data (ωB97M-V/def2-TZVPD) for a structure of composition C5H5NO2 in a non-equilibrium geometry.

```
13
Properties=species:S:1:pos:R:3:lowdin_charge:R:1
C 1.44 -0.31 -0.04 -0.2449
C 0.43 0.36 1.00 -0.1524
C 0.46 0.42 -0.99 -0.1709
C -0.86 -0.13 -0.85 -0.1799
C -0.97 -0.01 0.68 -0.2034
H 0.64 0.41 2.08 0.1653
H 0.78 0.80 -1.92 0.1447
H -1.71 0.39 -1.28 0.1475
H -0.27 -1.73 0.07 0.0710
H -1.88 0.49 1.22 0.1870
N -1.12 -1.27 0.00 0.1059
O 2.51 -0.84 0.00 0.1408
O 0.56 1.44 0.04 -0.0108
```

Output
**Gap between HOMO and LUMO**: 10.73 eV
**Net charge**: 0



(4)
Density functional theory data (ωB97M-V/def2-TZVPD) for an isolated molecule of C7H12N2S2 in a non-equilibrium geometry.

```
23
Properties=species:S:1:pos:R:3:lowdin_charge:R:1
C -1.02 -0.55 2.13 0.0222
N -1.49 -0.55 0.72 -0.1854
N -2.47 -1.29 0.33 0.0617
C -2.42 -1.28 -1.01 -0.1356
C -1.29 -0.57 -1.42 -0.0774
C -0.70 -0.15 -0.29 -0.1981
C 0.90 0.65 -0.13 -0.7394
C 0.57 1.97 0.59 -0.1128
C 1.39 0.76 -1.54 -0.1527
S 2.02 -0.35 0.90 0.5011
S 2.17 -2.10 -0.18 0.3520
H -0.49 0.32 2.18 0.0204
H -1.82 -0.60 2.80 0.0820
H -0.40 -1.40 2.19 0.0680
H -3.22 -1.71 -1.54 0.0820
H -0.85 -0.72 -2.43 0.1124
H 0.88 2.01 1.61 0.0588
H -0.48 2.12 0.78 0.0812
H 0.86 2.92 0.28 0.0584
H 2.41 1.18 -1.53 0.0848
H 0.64 1.53 -1.96 0.1212
H 1.29 -0.22 -2.05 0.0482
H 3.54 -1.96 -0.42 -0.1530
```

Output
**Structure (SMILES)**: Cn1nccc1C(C)(C)SS
**Gap between HOMO and LUMO**: 9.31 eV
**Net charge**: 0



(5)
Density functional theory data (ωB97M-V/def2-TZVPD) for a structure of composition C23H35NOP2Tm in a non-equilibrium geometry.

```
63
Properties=species:S:1:pos:R:3:lowdin_charge:R:1
C -1.73 2.95 -3.72 -0.0556
C -1.42 1.76 -3.07 -0.2439
C -0.04 1.42 -2.94 -0.2595
C 0.98 2.32 -3.28 -0.1650
C 0.63 3.50 -3.94 -0.0282
C -0.71 3.81 -4.17 -0.0815
C 2.34 1.94 -2.77 -0.0807
C 2.60 0.48 -3.02 -0.1708
C 1.53 -0.37 -2.69 -0.2683
C 1.70 -1.78 -2.59 -0.2356
C 2.93 -2.31 -2.95 -0.0476
C 3.98 -1.48 -3.37 -0.0757
C 3.82 -0.09 -3.40 -0.0236
H -2.78 3.21 -3.87 0.1144
H 1.41 4.18 -4.30 0.1162
H -1.00 4.73 -4.69 0.1045
H 3.13 2.56 -3.19 0.1248
H 3.07 -3.39 -2.89 0.1134
H 4.93 -1.93 -3.67 0.1049
H 4.63 0.55 -3.74 0.1152
N 0.31 0.21 -2.35 -0.0842
Tm 0.38 0.50 0.10 1.0762
C -2.46 0.87 -2.44 -0.2858
H -2.34 -0.17 -2.78 0.0944
H -3.47 1.24 -2.66 0.0978
C 0.57 -2.63 -2.06 -0.2832
H -0.34 -2.47 -2.66 0.0943
H 0.86 -3.69 -2.10 0.0972
P -2.28 0.84 -0.60 0.7925
P 0.10 -2.23 -0.31 0.7889
C 1.34 -3.26 0.57 -0.2582
H 1.14 -3.23 1.65 0.0345
H 1.29 -4.30 0.22 0.0583
H 2.34 -2.85 0.38 0.0501
C -1.39 -3.28 -0.16 -0.2625
H -1.12 -4.35 -0.23 0.0613
H -1.85 -3.09 0.81 0.0402
H -2.11 -3.04 -0.96 0.0411
C -2.91 2.51 -0.19 -0.2525
H -3.90 2.64 -0.66 0.0617
H -2.99 2.64 0.89 0.0311
H -2.23 3.28 -0.59 0.0549
C -3.71 -0.19 -0.12 -0.2511
H -3.69 -0.33 0.97 0.0395
H -4.64 0.32 -0.42 0.0610
H -3.65 -1.17 -0.60 0.0390
H 2.33 2.07 -1.62 0.1177
H 2.15 0.01 0.33 -0.1269
C 1.53 -0.66 3.57 -0.0619
C 0.07 -0.66 3.19 -0.1836
O -0.22 0.44 2.20 -0.4345
C -0.69 1.70 2.83 -0.2047
C -2.04 1.54 3.51 -0.0521
H 2.18 -0.88 2.71 0.0548
H 1.71 -1.42 4.34 0.0981
H 1.83 0.31 3.98 0.0889
H -0.26 -1.59 2.71 0.1048
H -0.57 -0.47 4.06 0.1099
H 0.08 1.99 3.55 0.1313
H -0.73 2.45 2.02 0.1100
H -1.98 0.85 4.36 0.0799
H -2.35 2.52 3.91 0.1013
H -2.82 1.19 2.82 0.0733
```

Output
**2S+1**: 3
**Gap between HOMO and LUMO (alpha / beta)**: 6.18 / 6.22 eV
**Net charge**: +1



(6)
Density functional theory data (ωB97M-V/def2-TZVPD) for an isolated molecule of C6H6 in a non-equilibrium geometry.

```
12
Properties=species:S:1:pos:R:3:lowdin_charge:R:1
C 0.55 -0.96 -0.64 -0.1340
C 1.29 -0.33 0.31 -0.1689
C 0.75 0.85 0.95 -0.0935
C -0.40 1.28 0.35 -0.1218
C -1.27 0.36 -0.36 -0.1226
C -0.86 -0.80 -1.01 -0.0652
H 1.30 -2.06 -0.76 0.1666
H 2.19 -0.84 0.71 0.0990
H 1.31 1.16 1.91 0.1297
H -1.06 2.10 0.76 0.1109
H -2.35 0.63 -0.55 0.1122
H -1.44 -1.39 -1.68 0.0876
```

Output
**Structure (SMILES)**: c1ccccc1
**Gap between HOMO and LUMO**: 10.29 eV
**Net charge**: 0



(7)
Density functional theory data (ωB97M-V/def2-TZVPD) for a cluster of 9 separate species, C9H18Cl18 in total in a non-equilibrium geometry.

```
45
Properties=species:S:1:pos:R:3:lowdin_charge:R:1
Cl -15.86 -22.67 -0.31 0.4534
C -14.77 -21.82 -1.51 -0.9597
Cl -13.92 -22.88 -2.70 0.4658
H -15.32 -21.11 -2.11 0.0193
H -13.99 -21.27 -0.98 0.0212
Cl -24.87 -19.69 1.90 0.4852
C -23.10 -19.90 1.81 -0.9891
Cl -22.56 -20.14 0.10 0.4582
H -22.63 -18.95 2.08 0.0165
H -22.78 -20.74 2.43 0.0291
Cl -17.22 -16.79 1.71 0.4659
C -17.28 -15.76 0.26 -0.9915
Cl -15.60 -15.35 -0.22 0.4756
H -17.75 -16.39 -0.49 0.0230
H -17.79 -14.83 0.50 0.0272
Cl -27.42 -12.37 -0.42 0.4556
C -25.97 -11.86 0.56 -0.9761
Cl -24.56 -12.97 0.44 0.4733
H -25.73 -10.81 0.36 0.0283
H -26.26 -11.80 1.61 0.0190
Cl -8.89 -13.10 1.98 0.4783
C -8.71 -12.53 0.29 -0.9965
Cl -9.42 -10.89 0.20 0.4652
H -7.67 -12.44 -0.03 0.0271
H -9.25 -13.13 -0.43 0.0259
Cl -20.19 -9.80 3.51 0.4953
C -20.67 -8.09 3.40 -1.0276
Cl -21.22 -7.59 1.79 0.4850
H -21.49 -7.86 4.08 0.0239
H -19.83 -7.44 3.64 0.0235
Cl -18.80 -10.66 -4.42 0.4593
C -19.59 -10.00 -5.91 -1.0333
Cl -18.94 -10.67 -7.38 0.5245
H -20.66 -10.15 -5.83 0.0284
H -19.41 -8.93 -5.93 0.0211
Cl -24.12 -14.32 -6.95 0.5159
C -24.00 -15.57 -5.75 -1.0746
Cl -22.31 -16.02 -5.59 0.5016
H -24.31 -15.14 -4.80 0.0254
H -24.64 -16.38 -6.07 0.0319
Cl -16.78 -22.01 9.09 0.4810
C -17.07 -21.92 7.33 -1.0546
Cl -15.56 -21.84 6.49 0.5203
H -17.58 -22.83 7.01 0.0250
H -17.64 -21.05 7.00 0.0283
```

Output
**Structure (SMILES)**: ClCCl.ClCCl.ClCCl.ClCCl.ClCCl.ClCCl.ClCCl.ClCCl.ClCCl
**Gap between HOMO and LUMO**: 11.01 eV
**Net charge**: 0



(8)
Density functional theory data (ωB97M-V/def2-TZVPD) for a structure of composition C38H41BrIN2NiOP3 in a non-equilibrium geometry.

```
88
Properties=species:S:1:pos:R:3:lowdin_charge:R:1
Ni -0.05 0.13 0.34 0.1994
C 3.47 0.32 0.61 -0.2124
P 2.11 -0.13 -0.52 0.8400
C 2.74 -1.66 -1.31 -0.2584
C 2.23 1.19 -1.79 -0.3830
C 3.08 1.12 -2.89 -0.0763
C 3.14 2.18 -3.78 -0.0458
C 2.35 3.30 -3.60 -0.0395
C 1.50 3.38 -2.51 -0.0660
C 1.44 2.32 -1.60 -0.3846
P 0.37 2.41 -0.13 0.9199
C 1.25 3.66 0.88 -0.2070
C -1.10 3.36 -0.67 -0.2235
H 4.41 0.36 0.06 0.0669
H 3.55 -0.42 1.40 0.0579
H 3.27 1.30 1.04 0.0216
H 3.74 -1.50 -1.71 0.0537
H 2.06 -1.98 -2.10 0.0574
H 2.79 -2.44 -0.55 -0.0008
H 3.68 0.25 -3.07 0.1062
H 3.81 2.13 -4.63 0.1211
H 2.39 4.12 -4.30 0.1209
H 0.88 4.25 -2.36 0.1065
H 1.37 4.55 0.27 0.0594
H 2.24 3.30 1.17 0.0374
H 0.68 3.90 1.77 0.0569
H -0.84 4.38 -0.95 0.0620
H -1.81 3.39 0.15 0.0593
H -1.55 2.85 -1.52 0.0175
O -2.00 -0.03 -0.36 -0.4272
P -3.02 0.36 -1.38 0.8418
C -4.09 1.69 -0.74 -0.2890
C -4.81 1.36 0.40 -0.0784
C -5.57 2.32 1.03 -0.0522
C -5.63 3.61 0.52 -0.0474
C -4.94 3.93 -0.64 -0.0532
C -4.18 2.97 -1.27 -0.1039
C -4.10 -1.02 -1.83 -0.2717
C -3.59 -2.31 -1.82 -0.0740
C -4.38 -3.36 -2.25 -0.0601
C -5.67 -3.11 -2.69 -0.0485
C -6.17 -1.82 -2.72 -0.0507
C -5.38 -0.77 -2.29 -0.0701
C -2.18 0.79 -2.93 -0.2736
C -2.81 1.42 -4.00 -0.0672
C -2.10 1.69 -5.15 -0.0457
C -0.77 1.31 -5.26 -0.0437
C -0.16 0.62 -4.22 -0.0617
C -0.86 0.37 -3.05 -0.0912
H -4.77 0.35 0.78 0.1105
H -6.14 2.07 1.92 0.1139
H -6.21 4.37 1.02 0.1168
H -5.00 4.92 -1.06 0.1169
H -3.65 3.23 -2.18 0.0974
H -2.57 -2.48 -1.49 0.0886
H -3.99 -4.37 -2.25 0.1064
H -6.30 -3.93 -3.02 0.1151
H -7.17 -1.62 -3.08 0.1167
H -5.76 0.25 -2.30 0.1109
H -3.86 1.68 -3.92 0.1131
H -2.58 2.20 -5.97 0.1179
H -0.21 1.53 -6.15 0.1175
H 0.86 0.28 -4.33 0.1050
H -0.38 -0.16 -2.23 0.0728
C -2.39 -0.76 2.81 -0.0245
C -1.05 -0.24 3.20 -0.3942
N -0.11 0.25 2.40 -0.0200
C 0.93 0.64 3.20 -0.1238
C 0.62 0.37 4.49 -0.0460
N -0.63 -0.17 4.47 0.1343
H -2.52 -0.64 1.74 0.0327
H -3.17 -0.21 3.34 0.0959
H -2.49 -1.81 3.08 0.0843
H 1.81 1.09 2.79 0.0861
H 1.17 0.53 5.39 0.1259
H -1.15 -0.49 5.28 0.1817
Br 1.86 -5.49 -0.09 0.7457
C -0.02 -5.73 0.02 -0.7245
C -0.55 -6.99 -0.22 -0.1075
C -1.92 -7.18 -0.18 -0.0499
C -2.76 -6.11 0.09 -0.0691
C -2.23 -4.86 0.36 -0.1593
C -0.86 -4.67 0.33 -0.6313
I -0.03 -2.76 0.89 1.1061
H 0.11 -7.81 -0.44 0.1114
H -2.33 -8.16 -0.36 0.1191
H -3.83 -6.25 0.11 0.1153
H -2.89 -4.02 0.57 0.0932
```

Output
**2S+1**: 3
**Gap between HOMO and LUMO (alpha / beta)**: 8.90 / 7.44 eV
**Net charge**: +2



| no. | electronic energy (eV) |
| --- | --- |
| 1 | -11464.9209 |
| 2 | -13276.3461 |
| 3 | -10846.6640 |
| 4 | -32102.1150 |
| 5 | -76058.2605 |
| 6 | -6316.7165 |
| 7 | -235027.5229 |
| 8 | -192142.8170 |